1.
ORCA calculation (ωB97M-V with the def2-TZVPD basis set) on C34H50N5O14P2STl as an isolated structure.

E_HOMO = -2.6720 eV
energy above the lowest of the compared OMol25 structures with the same formula, charge and spin = 0.418 eV
charge = -2

Each line ends with the Mulliken charge.
Cartesian coordinates (Å):
Tl: -0.7384 -0.5998 0.2941  1.147
O: -2.0728 -3.2752 -5.6674  -0.598
C: -1.8955 -3.0431 -4.3234  1.422
C: -0.7029 -3.3369 -3.6875  -0.702
C: -0.5919 -3.0594 -2.3315  0.351
N: -1.5866 -2.5239 -1.6242  -0.193
C: -2.7322 -2.2300 -2.2504  0.452
C: -2.9343 -2.4867 -3.6013  -0.870
C: -3.8474 -1.4972 -1.4628  -0.152
O: -4.9291 -1.3518 -2.0768  -0.881
O: -3.5175 -1.0387 -0.3523  -0.226
C: 0.7526 -3.3329 -1.6315  -0.161
O: 1.5021 -4.1538 -2.2019  -0.846
O: 0.9483 -2.7218 -0.5564  -0.324
H: -1.2567 -3.6609 -6.0010  0.280
H: 0.1415 -3.7878 -4.1964  0.368
H: -3.8847 -2.2357 -4.0500  0.450
C: 1.7714 1.6340 4.1898  -0.978
C: 2.8858 1.8411 3.1849  1.668
C: 3.9061 2.8722 3.6196  -1.772
O: 3.6264 0.5983 2.9784  -0.495
P: 3.0323 -0.3972 1.8678  -0.537
O: 1.5716 -0.3736 1.8560  0.429
C: 3.9051 0.0456 0.3444  -0.849
P: 2.9612 0.6283 -1.0911  -0.578
O: 1.5751 0.2067 -1.3006  0.669
O: 3.9225 0.3091 -2.3248  -0.585
C: 3.8139 -0.9274 -3.1033  0.505
C: 3.9117 -2.1630 -2.2302  -1.048
C: 2.5557 -0.9326 -3.9533  -0.708
O: 3.1596 2.1962 -0.8905  -0.486
C: 2.1885 3.1794 -1.3653  0.305
C: 1.8601 2.9824 -2.8348  -0.816
C: 0.9524 3.1785 -0.4860  -0.794
O: 3.7385 -1.7634 2.2406  -0.348
C: 3.1014 -2.5961 3.2614  1.093
C: 4.1988 -3.0138 4.2174  -1.620
C: 2.4094 -3.7538 2.5832  -1.037
H: 1.2523 2.5770 4.3701  0.508
H: 2.1890 1.2695 5.1331  0.292
H: 1.0361 0.9251 3.8115  -0.225
H: 2.4460 2.1414 2.2280  -0.383
H: 4.3647 2.5691 4.5634  0.335
H: 3.4180 3.8372 3.7634  0.411
H: 4.6922 2.9838 2.8709  0.388
H: 4.5037 -0.8153 0.0584  0.416
H: 4.5845 0.8652 0.5832  0.517
H: 4.6892 -0.8600 -3.7532  0.270
H: 3.0766 -2.2309 -1.5273  -0.135
H: 4.8619 -2.1918 -1.6911  0.320
H: 3.8369 -3.0543 -2.8530  0.556
H: 1.6688 -1.0171 -3.3280  -0.388
H: 2.5870 -1.7916 -4.6265  0.568
H: 2.4888 -0.0179 -4.5467  0.313
H: 2.7318 4.1185 -1.2390  0.343
H: 1.2663 2.0781 -2.9680  -0.270
H: 2.7706 2.9108 -3.4326  0.318
H: 1.2728 3.8336 -3.1855  0.584
H: 0.4010 2.2467 -0.6029  -0.197
H: 0.2989 4.0037 -0.7788  0.635
H: 1.2119 3.3091 0.5651  0.206
H: 2.3634 -1.9834 3.7861  0.127
H: 4.9435 -3.6140 3.6902  0.309
H: 3.7774 -3.6145 5.0255  0.399
H: 4.6904 -2.1401 4.6468  0.360
H: 3.1410 -4.3980 2.0892  0.343
H: 1.7139 -3.4022 1.8213  -0.024
H: 1.8662 -4.3409 3.3284  0.380
N: -5.7823 1.9875 -1.1089  -0.739
C: -5.0959 2.1014 0.1162  0.633
C: -4.2974 3.2046 0.4052  -0.722
C: -3.5101 3.2217 1.5504  -0.202
C: -3.5647 2.1667 2.4464  -0.774
C: -4.4555 1.1227 2.2187  -0.197
C: -5.2015 1.0834 1.0600  -0.420
S: -2.3667 2.0470 3.7634  1.417
O: -1.4511 3.1535 3.5522  -0.777
O: -3.0722 2.0423 5.0279  -0.767
N: -1.5803 0.7134 3.4076  -0.065
C: -2.0197 -0.5276 3.6747  0.219
N: -1.2606 -1.5205 3.1249  -0.010
C: -1.6019 -2.7685 3.3671  -0.181
C: -2.6960 -3.1257 4.1444  -0.856
C: -3.4328 -2.0573 4.6291  -0.376
N: -3.1283 -0.7910 4.4152  -0.606
H: -5.3497 2.5486 -1.8292  0.352
H: -5.7935 1.0198 -1.4192  0.338
H: -4.2246 4.0140 -0.3152  0.269
H: -2.8092 4.0256 1.7350  0.455
H: -4.5003 0.3062 2.9248  0.532
H: -5.8111 0.2162 0.8387  0.218
H: -0.9766 -3.5284 2.9016  0.430
H: -2.9760 -4.1550 4.3171  0.384
H: -4.3309 -2.2311 5.2204  0.375
C: -2.8546 2.4134 -3.3598  -0.902
C: -1.7396 2.0059 -4.3369  -0.640
C: -1.1659 0.7712 -3.6531  0.489
O: -1.1844 1.1082 -2.2802  0.279
C: -2.4262 1.7676 -2.0228  0.889
H: -3.8149 2.0064 -3.6810  0.509
H: -2.9550 3.4970 -3.2833  0.303
H: -0.9713 2.7815 -4.3869  0.222
H: -2.1021 1.8085 -5.3470  0.348
H: -0.1379 0.5305 -3.9276  -0.234
H: -1.7961 -0.1056 -3.8435  -0.193
H: -2.2462 2.4875 -1.2263  0.036
H: -3.1635 1.0461 -1.6651  -0.849


2.
ORCA calculation (ωB97M-V with the def2-TZVPD basis set) on C34H51N4OP2Pb as an isolated structure.

E_HOMO = -16.0409 eV
energy above the lowest of the compared OMol25 structures with the same formula, charge and spin = 4.604 eV
charge = +3

Each line ends with the Mulliken charge.
Cartesian coordinates (Å):
C: 2.1177 -1.9592 -0.7699  0.283
C: 1.7127 0.1453 -1.7846  -0.227
C: 2.9505 -2.3331 -1.8307  -0.983
C: 2.5239 -0.1973 -2.8797  -0.469
C: 3.1661 -1.4367 -2.8899  -1.165
H: 3.4068 -3.3268 -1.8332  0.597
H: 2.6384 0.5079 -3.7074  0.622
H: 3.8131 -1.7179 -3.7269  0.508
N: 1.5526 -0.7177 -0.7369  0.743
P: -0.0081 -2.5145 0.9445  -1.263
P: 0.7785 2.0852 0.0215  -0.391
C: 1.7384 -2.9064 0.3406  -1.191
H: 1.8920 -3.9531 0.0267  0.902
H: 2.3715 -2.7195 1.2293  0.432
C: 0.8432 1.3634 -1.7392  -1.413
H: 1.1212 2.0838 -2.5224  1.386
C: -0.5281 3.5035 -0.0968  1.895
C: 2.5161 2.8310 0.3245  2.159
C: -1.1848 -3.3242 -0.3320  1.999
C: -0.1184 -3.4630 2.6046  2.411
C: -1.8257 3.0702 0.6221  -1.621
H: -1.7146 3.1360 1.7150  0.265
H: -2.6295 3.7651 0.3140  0.590
H: -2.1319 2.0447 0.3756  0.161
C: -0.0208 4.7579 0.6456  -1.483
H: 0.1064 4.5643 1.7241  0.325
H: 0.9237 5.1515 0.2395  0.320
H: -0.7836 5.5508 0.5378  0.530
C: -0.8506 3.8488 -1.5650  -1.571
H: -1.2455 4.8811 -1.6093  0.599
H: 0.0350 3.8020 -2.2190  0.185
H: -1.6267 3.1831 -1.9757  0.366
C: 2.5696 3.4328 1.7476  -1.157
H: 1.7434 3.0532 2.3684  0.126
H: 3.5191 3.1230 2.2229  0.359
H: 2.5378 4.5309 1.7505  0.411
C: 3.5487 1.6815 0.2745  -1.922
H: 3.1744 0.7681 0.7602  0.148
H: 3.8488 1.4382 -0.7564  0.387
H: 4.4534 2.0099 0.8187  0.727
C: 2.9202 3.8758 -0.7338  -1.442
H: 2.1398 3.9942 -1.5060  0.312
H: 3.1320 4.8653 -0.2995  0.449
H: 3.8409 3.5330 -1.2421  0.338
C: -1.5132 -3.2250 3.2197  -1.676
H: -1.4134 -3.1820 4.3202  0.481
H: -1.9390 -2.2651 2.8815  0.252
H: -2.2249 -4.0313 2.9813  0.371
C: 0.9263 -2.8738 3.5723  -2.009
H: 1.9331 -2.8211 3.1274  0.366
H: 0.6446 -1.8632 3.9035  0.302
H: 0.9854 -3.5317 4.4598  0.693
C: 0.1709 -4.9718 2.4569  -1.310
H: 0.8250 -5.2888 3.2906  0.308
H: -0.7345 -5.5933 2.4888  0.413
H: 0.7111 -5.1889 1.5195  0.322
C: -0.9736 -2.6004 -1.6799  -1.305
H: -0.8384 -3.3078 -2.5157  0.446
H: -1.8748 -1.9965 -1.8945  0.322
H: -0.1146 -1.9153 -1.6351  -0.001
C: -2.6266 -3.0358 0.1458  -1.659
H: -2.6958 -1.9964 0.5108  0.279
H: -3.3151 -3.1569 -0.7121  0.499
H: -2.9532 -3.7252 0.9397  0.343
C: -0.9744 -4.8308 -0.5651  -1.608
H: 0.0502 -5.0585 -0.9087  0.399
H: -1.1892 -5.4361 0.3298  0.342
H: -1.6693 -5.1609 -1.3602  0.497
Pb: 0.1913 -0.1079 0.8806  2.869
C: 1.5770 -0.1294 2.2248  -0.533
O: 2.3532 -0.0451 3.1119  -0.114
N: -1.0768 0.1343 -0.8449  -0.491
C: -0.6121 0.7641 -1.8580  0.433
C: -1.3479 0.8992 -3.1460  -0.066
C: -2.7616 0.8836 -3.1107  -0.078
C: -0.7129 1.0313 -4.3997  -0.265
C: -3.5095 1.0014 -4.2840  -0.796
H: -3.2395 0.7739 -2.1324  0.338
C: -1.4645 1.1450 -5.5781  -0.873
H: 0.3794 1.0381 -4.4657  0.329
C: -2.8647 1.1328 -5.5265  -0.550
H: -4.6040 0.9921 -4.2344  0.437
H: -0.9513 1.2431 -6.5411  0.456
H: -3.4512 1.2246 -6.4469  0.428
N: -2.3528 0.1587 2.8927  -0.088
C: -2.6416 0.8487 4.0247  -0.559
C: -1.5784 1.6615 4.3402  -0.796
C: -0.6574 1.4087 3.3681  -0.516
N: -1.1295 0.4877 2.4986  0.764
H: -2.9917 -0.5149 2.4241  0.130
H: -3.5581 0.7822 4.5940  0.535
H: -1.4633 2.3570 5.1653  0.528
H: 0.3040 1.8756 3.3114  0.171